The following is a DFT calculation (wB97M-V/def2-TZVPD) of a molecular structure, C21H28BN10OPdS.

Structure (ORCA input):
```
! wB97M-V def2-TZVPD RIJCOSX def2/J DEFGRID3
* xyz 1 1
Pd -0.467 0.546 -1.121
C 0.556 -3.093 -2.856
C -0.374 -2.217 -2.307
N 0.225 -1.077 -1.968
N 1.534 -1.198 -2.270
C 1.752 -2.403 -2.807
B 2.579 -0.168 -1.777
N 2.202 1.204 -2.370
C 3.015 2.125 -2.909
C 2.295 3.287 -3.099
C 1.017 2.980 -2.632
N 0.970 1.719 -2.212
N 2.500 -0.119 -0.235
C 3.495 -0.239 0.665
C 2.968 -0.029 1.920
C 1.611 0.222 1.682
N 1.337 0.160 0.384
H 0.384 -4.089 -3.223
H -1.426 -2.356 -2.145
H 2.743 -2.686 -3.118
H 3.689 -0.474 -2.113
H 4.048 1.894 -3.110
H 2.642 4.218 -3.513
H 0.140 3.605 -2.599
H 4.500 -0.467 0.351
H 3.487 -0.044 2.863
H 0.830 0.418 2.401
N -5.809 4.236 0.936
C -5.359 2.987 1.097
S -6.242 1.730 1.668
C -3.948 2.764 0.651
C -3.536 3.148 -0.619
C -2.273 2.795 -1.043
N -1.408 2.143 -0.260
C -1.791 1.829 0.991
C -3.047 2.107 1.476
H -6.754 4.449 1.215
H -5.201 4.991 0.668
H -4.205 3.666 -1.293
H -1.931 3.034 -2.042
H -1.051 1.330 1.601
H -3.340 1.791 2.467
C -2.967 0.319 -3.570
N -3.518 -0.821 -2.859
C -4.494 -1.639 -3.579
C -4.500 -3.049 -3.030
C -4.762 -2.985 -1.543
N -3.853 -2.038 -0.904
C -3.644 -2.233 0.524
C -3.251 -1.013 -1.551
O -2.486 -0.252 -0.901
H -2.820 0.044 -4.613
H -2.004 0.605 -3.156
H -3.639 1.181 -3.528
H -4.220 -1.630 -4.632
H -5.492 -1.197 -3.491
H -3.537 -3.526 -3.224
H -5.272 -3.639 -3.522
H -4.603 -3.959 -1.078
H -5.799 -2.695 -1.344
H -3.147 -3.188 0.704
H -4.607 -2.232 1.036
H -3.034 -1.430 0.919
*
```

HOMO-LUMO gap (Ha): 0.2832